A gas-phase ion, C3H6IN2 (charge +1), computed with ωB97M-V with the def2-TZVPD basis set.

HOMO-LUMO gap (alpha / beta)	6.7624 / 6.7635	eV
HOMO level (alpha / beta)	-12.6889 / -12.6891	eV
energy	-14280.50902	eV
structure (SMILES)	N/C(C=[NH2+])=C/I
LUMO level (alpha / beta)	-5.93 / -5.93	eV
ΔE to the lowest compared entry with this formula, charge and spin	37.0	kcal/mol

```
! RIJCOSX wB97M-V def2-TZVPD def2/J DEFGRID3
* xyz 1 1
N 1.2116 0.7276 0.2525
C -0.1618 0.4764 0.1787
C -0.5062 -0.7946 -0.5401
N 0.5033 -1.6252 -0.5435
C -1.0360 1.4537 0.5371
I -3.1435 1.1513 0.5500
H 1.6621 1.3432 0.8632
H 1.8805 0.0063 -0.0236
H -1.3389 -1.0844 -1.1308
H 0.5805 -2.2926 -1.2788
H 1.2272 -1.7086 0.1528
H -0.8787 2.3469 0.9824
*
```

A gas-phase ion, C3H6IN2 (charge +1), computed with ωB97M-V with the def2-TZVPD basis set.

HOMO-LUMO gap	9.4289	eV
HOMO level	-14.2464	eV
energy	-14281.51437	eV
structure (SMILES)	CC(=[NH2+])/N=C\I
LUMO level	-4.82	eV
ΔE to the lowest compared entry with this formula, charge and spin	13.8	kcal/mol

```
! RIJCOSX wB97M-V def2-TZVPD def2/J DEFGRID3
* xyz 1 1
C 1.5584 0.2794 0.2284
C 0.0784 0.1555 0.3790
N -0.4536 0.3537 1.5710
N -0.6332 -0.0766 -0.6532
C -1.4191 -0.4525 -1.7082
I -1.7979 -2.4159 -2.1717
H 1.8865 1.2371 0.6295
H 2.0481 -0.5111 0.7942
H 1.8592 0.2066 -0.8124
H 0.1278 0.5963 2.3578
H -1.4491 0.2938 1.7261
H -1.8056 0.3338 -2.3405
*
```

A gas-phase ion, C3H6IN2S (charge +1), computed with ωB97M-V with the def2-TZVPD basis set.

HOMO-LUMO gap (alpha / beta)	5.4321 / 6.5994	eV
HOMO level (alpha / beta)	-10.0102 / -13.8987	eV
energy	-25110.27367	eV
⟨S²⟩	2.03
LUMO level (alpha / beta)	-4.58 / -7.30	eV
ΔE to the lowest compared entry with this formula, charge and spin	74.4	kcal/mol

```
! RIJCOSX wB97M-V def2-TZVPD def2/J DEFGRID3
* xyz 1 3
C 1.2677 -0.8612 -0.1668
C 0.5280 0.3267 0.3130
C -0.8078 0.4200 0.9766
N 1.7881 -1.0646 -1.2889
N -0.6537 0.9189 -0.2820
S -1.8353 -0.9771 1.3901
I 1.6905 0.3905 -2.7518
H 1.1976 -1.7699 0.4888
H 1.3898 1.0153 0.6177
H -0.9446 1.1200 1.8681
H -0.6793 1.9974 -0.4669
H -1.1944 0.3109 -1.0181
H -1.7467 -1.8267 0.3201
*
```

A single C3H6N molecule, computed with ωB97M-V with the def2-TZVPD basis set.

HOMO-LUMO gap (alpha / beta)	8.0760 / 8.4622	eV
HOMO level (alpha / beta)	-6.7955 / -8.1976	eV
energy	-4694.07452	eV
⟨S²⟩	0.79
LUMO level (alpha / beta)	1.28 / 0.26	eV
ΔE to the lowest compared entry with this formula, charge and spin	30.7	kcal/mol

```
! RIJCOSX wB97M-V def2-TZVPD def2/J DEFGRID3
* xyz 0 2
C -0.1988 -0.4777 0.5707
C 0.8691 -0.6387 1.3610
C -0.7721 0.8488 -1.3078
N 0.0785 0.0176 -0.7271
H -1.2256 -0.2794 1.0812
H 0.8655 -1.5266 1.9116
H 1.7778 -0.0319 1.3901
H -1.1328 0.7089 -2.3003
H -1.1916 1.6555 -0.6620
H 0.9300 -0.2767 -1.3174
*
```

A molecular structure, C3H6N2, computed with ωB97M-V with the def2-TZVPD basis set.

HOMO-LUMO gap	10.1250	eV
HOMO level	-9.9999	eV
energy	-6186.15480	eV
LUMO level	0.13	eV
ΔE to the lowest compared entry with this formula, charge and spin	55.1	kcal/mol

```
! RIJCOSX wB97M-V def2-TZVPD def2/J DEFGRID3
* xyz 0 1
C -0.8214 -0.7872 -0.9691
C 0.1802 -0.2574 0.0439
N 0.4292 1.0830 0.0133
C 0.0498 -0.5141 1.9910
N 0.8049 0.0048 2.7213
H -1.4571 -1.5042 -0.4606
H -1.4482 -0.0032 -1.4148
H -0.3196 -1.3127 -1.7970
H 1.0475 -0.8776 0.1791
H 0.9128 1.3595 0.8573
H -0.3345 1.6968 -0.2394
*
```

A single C3H6N2 molecule, computed with ωB97M-V with the def2-TZVPD basis set.

HOMO-LUMO gap	9.4615	eV
HOMO level	-8.4180	eV
energy	-6187.31672	eV
structure (SMILES)	C1=NCCN1
LUMO level	1.04	eV
ΔE to the lowest compared entry with this formula, charge and spin	28.3	kcal/mol

```
! RIJCOSX wB97M-V def2-TZVPD def2/J DEFGRID3
* xyz 0 1
C -0.5813 -1.2672 0.0092
N -1.4735 -0.3573 -0.0872
C -0.7641 0.9221 0.0603
C 0.8215 0.5135 -0.0864
N 0.7497 -0.9112 0.0031
H -0.9538 -2.2634 0.0385
H -1.1308 1.5170 -0.7836
H -0.8783 1.4640 1.0532
H 1.2075 0.9389 -0.9480
H 1.5618 1.0291 0.6531
H 1.4412 -1.5856 0.0877
*
```

A single C3H6N2 molecule, computed with ωB97M-V with the def2-TZVPD basis set.

HOMO-LUMO gap	8.1358	eV
HOMO level	-7.6554	eV
energy	-6184.91751	eV
LUMO level	0.48	eV
ΔE to the lowest compared entry with this formula, charge and spin	83.6	kcal/mol

```
! RIJCOSX wB97M-V def2-TZVPD def2/J DEFGRID3
* xyz 0 1
C -1.1270 -0.7600 -0.1709
C -0.0124 0.1651 -0.4731
N 0.2305 0.8040 1.0227
C 1.2677 -0.3914 -0.9242
N 2.2562 -0.8762 -1.2922
H -0.8508 -1.8168 -0.1513
H -0.7359 0.1907 1.2232
H -2.0338 -0.5757 -0.7504
H -0.2775 1.0353 -1.0816
H 0.2399 1.8299 1.1274
H 1.0551 0.4181 1.4989
*
```

A single C3H6N2 molecule, computed with ωB97M-V with the def2-TZVPD basis set.

HOMO-LUMO gap	10.9735	eV
HOMO level	-10.1965	eV
energy	-6187.76058	eV
structure (SMILES)	C[C@@H](N)C#N
LUMO level	0.78	eV
ΔE to the lowest compared entry with this formula, charge and spin	18.1	kcal/mol

```
! RIJCOSX wB97M-V def2-TZVPD def2/J DEFGRID3
* xyz 0 1
C 1.3577 -0.1503 0.1213
C -0.0912 0.0640 -0.3662
N -0.9656 -0.9418 0.2272
C -0.8285 1.3623 -0.2363
N -1.7612 2.0541 -0.2499
H 1.9907 0.7075 -0.1076
H 1.4184 -0.3554 1.1986
H 1.8021 -1.0302 -0.3710
H -0.0982 -0.1076 -1.4503
H -1.9221 -0.6919 -0.0087
H -0.9020 -0.9107 1.2427
*
```

A single C3H6N2 molecule, computed with ωB97M-V with the def2-TZVPD basis set.

HOMO-LUMO gap	8.9746	eV
HOMO level	-8.1855	eV
energy	-6186.16284	eV
structure (SMILES)	C=C/C=N/N
LUMO level	0.79	eV
ΔE to the lowest compared entry with this formula, charge and spin	54.9	kcal/mol

```
! RIJCOSX wB97M-V def2-TZVPD def2/J DEFGRID3
* xyz 0 1
C 1.3718 0.1374 1.9901
C 1.1008 0.2042 0.6528
C -0.1050 -0.1316 0.0387
N -0.3988 0.1293 -1.1682
N -1.6118 -0.3331 -1.5203
H 2.3817 0.2987 2.4549
H 0.5524 0.0734 2.7263
H 1.9355 0.6046 0.0745
H -0.7727 -0.5398 0.7101
H -2.2995 -0.2631 -0.7632
H -1.9289 -0.0075 -2.4736
*
```

A molecular structure, C3H6N2, computed with ωB97M-V with the def2-TZVPD basis set.

HOMO-LUMO gap	8.4834	eV
HOMO level	-7.4052	eV
energy	-6186.48924	eV
LUMO level	1.08	eV
ΔE to the lowest compared entry with this formula, charge and spin	47.4	kcal/mol

```
! RIJCOSX wB97M-V def2-TZVPD def2/J DEFGRID3
* xyz 0 1
C -0.4368 0.1369 -0.0119
N -1.8167 0.0834 -0.1241
C 0.5156 1.0801 0.1082
C 0.5713 -0.9634 -0.0291
N 1.6348 0.2017 0.1380
H -2.2373 -0.7165 0.3285
H -2.2790 0.9461 0.1271
H 2.2137 0.2227 -0.6970
H 0.5485 2.1449 0.2484
H 0.6410 -1.5477 -0.9475
H 0.6449 -1.5883 0.8594
*
```

Please write out number 8 again, unchanged.
A single C3H6N2 molecule, computed with ωB97M-V with the def2-TZVPD basis set.

HOMO-LUMO gap	10.9735	eV
HOMO level	-10.1965	eV
energy	-6187.76058	eV
structure (SMILES)	C[C@@H](N)C#N
LUMO level	0.78	eV
ΔE to the lowest compared entry with this formula, charge and spin	18.1	kcal/mol

```
! RIJCOSX wB97M-V def2-TZVPD def2/J DEFGRID3
* xyz 0 1
C 1.3577 -0.1503 0.1213
C -0.0912 0.0640 -0.3662
N -0.9656 -0.9418 0.2272
C -0.8285 1.3623 -0.2363
N -1.7612 2.0541 -0.2499
H 1.9907 0.7075 -0.1076
H 1.4184 -0.3554 1.1986
H 1.8021 -1.0302 -0.3710
H -0.0982 -0.1076 -1.4503
H -1.9221 -0.6919 -0.0087
H -0.9020 -0.9107 1.2427
*
```

> Look up the energy of the fifth one.

-6186.15480 eV